[1]
A structure of composition C24H25FeN7SSe, computed with wB97M-V/def2-TZVPD.

The geometry in ORCA input format:
```
! RIJCOSX wB97M-V def2-TZVPD def2/J DEFGRID3
* xyz 0 1
Fe 0.59 0.86 0.26
N -0.44 1.49 4.45
C -0.31 1.37 3.09
S 1.26 0.97 2.47
N -1.42 1.55 2.41
N -1.20 1.36 1.08
C -2.17 1.48 0.24
C -1.83 1.25 -1.16
C -2.74 1.38 -2.20
C -2.31 1.16 -3.50
C -0.98 0.82 -3.72
C -0.13 0.71 -2.63
N -0.54 0.91 -1.38
H 0.42 1.62 4.96
H -1.23 2.03 4.76
H -3.19 1.71 0.55
H -3.77 1.65 -1.98
H -3.00 1.26 -4.33
H -0.61 0.64 -4.72
H 0.92 0.46 -2.75
N 0.92 -1.11 0.16
C 2.10 -1.80 -0.34
C 2.12 -3.18 -0.15
C 3.22 -3.93 -0.50
C 4.33 -3.29 -1.04
C 4.29 -1.93 -1.25
C 3.17 -1.15 -0.95
C 3.16 0.30 -1.31
C 4.02 0.79 -2.30
C 3.99 2.13 -2.67
C 3.11 3.00 -2.04
C 2.27 2.49 -1.07
C 2.23 1.14 -0.69
H 0.08 -1.65 -0.07
H 0.95 -1.16 1.18
H 1.25 -3.65 0.29
H 3.22 -5.01 -0.35
H 5.22 -3.86 -1.29
H 5.17 -1.45 -1.67
H 4.69 0.13 -2.82
H 4.65 2.48 -3.45
H 3.08 4.05 -2.32
H 1.55 3.17 -0.60
C 0.09 -3.87 3.11
N -0.92 -3.06 3.75
C -1.00 -2.83 5.11
C -2.02 -1.97 5.30
N -2.55 -1.67 4.06
C -3.65 -0.77 3.81
C -1.87 -2.34 3.11
Se -2.19 -2.27 1.29
H 0.23 -4.79 3.68
H 1.03 -3.33 3.04
H -0.27 -4.11 2.11
H -0.34 -3.30 5.81
H -2.42 -1.53 6.20
H -3.98 -0.36 4.76
H -4.47 -1.32 3.34
H -3.32 0.03 3.15
*
```

Results
Max |F| ... 0.014 Eh/bohr
Orbital gap (spin up / spin down) ... 6.79 / 6.80 eV
DFT total energy ... -5376.18050 Ha

In the Mulliken picture, each atom carries the following charge in e: Fe -0.432; N -0.370; C 0.556; S -0.562; N -1.544; N 0.935; C -0.219; C 0.460; C -0.961; C -0.251; C -0.880; C 0.017; N 0.452; H 0.221; H 0.279; H 0.340; H 0.454; H 0.419; H 0.439; H 0.260; N 0.081; C -0.345; C -0.374; C -0.770; C -0.702; C -0.898; C 1.017; C 1.218; C -1.004; C -0.726; C -0.844; C 0.067; C 0.161; H 0.297; H 0.161; H 0.479; H 0.396; H 0.389; H 0.372; H 0.311; H 0.383; H 0.397; H 0.245; C -1.067; N 0.226; C -0.498; C -0.382; N 0.279; C -0.840; C -0.200; Se -0.263; H 0.405; H 0.355; H 0.290; H 0.463; H 0.420; H 0.295; H 0.354; H 0.237

***

[2]
A structure of composition C24H25HfN3O4P2S7 in a non-equilibrium geometry, computed with wB97M-V/def2-TZVPD.

The geometry in ORCA input format:
```
! RIJCOSX wB97M-V def2-TZVPD def2/J DEFGRID3
* xyz 0 1
Hf -0.80 -0.37 -0.89
C 1.69 -2.26 2.55
P -0.04 -1.71 2.72
C -0.81 -2.81 4.03
C -0.28 -0.05 3.34
C 0.34 -0.02 4.62
C 0.51 1.19 5.20
C 0.13 2.36 4.56
C -0.56 2.27 3.35
C -0.75 1.08 2.65
P -1.74 1.24 1.10
C -3.46 0.85 1.73
C -1.87 3.11 0.89
H 2.02 -2.10 1.53
H 1.77 -3.38 2.71
H 2.27 -1.79 3.32
H -0.19 -2.91 4.91
H -0.95 -3.81 3.66
H -1.83 -2.46 4.33
H 0.46 -0.86 5.23
H 0.96 1.27 6.21
H 0.17 3.33 5.05
H -0.98 3.11 2.91
H -3.48 1.16 2.75
H -3.54 -0.28 1.68
H -4.17 1.42 1.21
H -2.56 3.57 1.52
H -2.29 3.19 -0.11
H -0.85 3.56 0.87
S 1.33 0.19 0.30
C 1.40 1.95 0.26
C 2.21 2.67 1.14
C 2.50 4.02 1.07
C 1.90 4.72 -0.01
C 1.10 4.03 -0.88
C 0.74 2.66 -0.75
S -0.29 1.91 -1.95
H 2.66 2.11 1.95
H 3.11 4.49 1.81
H 2.18 5.78 -0.10
H 0.63 4.50 -1.75
O -1.76 -1.38 0.73
N -0.84 -2.22 1.36
O -0.24 -2.38 -1.54
S 0.51 -3.46 -0.85
O 1.85 -3.12 -0.42
O 0.40 -4.65 -1.65
S -0.67 -3.84 0.84
S -2.40 -2.74 -6.33
C -2.22 -1.93 -4.95
S -3.62 -1.61 -3.96
C -2.73 -0.69 -2.86
N -1.49 -0.64 -3.20
N -1.18 -1.33 -4.32
C 0.20 -1.41 -4.70
C 0.99 -0.29 -4.68
C 2.30 -0.41 -5.09
C 2.86 -1.63 -5.45
C 2.00 -2.77 -5.44
C 0.68 -2.65 -5.06
S -3.33 -0.02 -1.37
H 0.65 0.63 -4.13
H 2.94 0.43 -5.02
H 3.94 -1.69 -5.76
H 2.47 -3.69 -5.83
H 0.01 -3.46 -5.01
*
```

Results
Max |F| ... 0.062 Eh/bohr
Energy relative to the best compared isomer or geometry (same formula, charge and spin) ... 0.00 kcal/mol
Orbital gap ... 6.95 eV
DFT total energy ... -4912.91936 Ha

In the Mulliken picture, each atom carries the following charge in e: Hf 1.653; C -1.237; P 1.553; C -1.568; C 1.029; C -1.560; C -0.729; C -1.068; C -0.935; C -0.105; P 2.031; C -1.494; C -1.979; H 0.280; H 0.403; H 0.456; H 0.490; H 0.518; H 0.339; H 0.350; H 0.390; H 0.426; H 0.618; H 0.589; H 0.299; H 0.531; H 0.712; H 0.406; H 0.477; S -0.322; C 0.805; C -0.526; C -0.781; C -0.595; C -0.547; C 0.257; S -0.686; H 0.435; H 0.443; H 0.326; H 0.398; O -0.369; N -0.204; O -0.730; S 1.030; O -0.579; O -0.651; S -0.206; S -0.307; C 0.165; S -0.165; C 0.420; N -0.207; N 0.161; C 0.599; C -0.007; C -0.715; C -0.430; C -0.796; C -0.405; S -0.470; H 0.185; H 0.418; H 0.334; H 0.331; H 0.517

***

[3]
A structure of composition C24H25N4O4PRuS, computed with wB97M-V/def2-TZVPD.

The geometry in ORCA input format:
```
! RIJCOSX wB97M-V def2-TZVPD def2/J DEFGRID3
* xyz -1 2
Ru -0.07 -0.11 -0.57
N -0.56 0.05 1.68
N -0.56 -1.29 2.12
C -0.97 -2.28 1.17
O -1.22 -3.38 1.64
O -0.96 -1.93 -0.06
H 0.13 0.60 2.17
H -1.48 0.47 1.77
H -1.05 -1.44 3.00
O 1.30 2.59 1.61
C 0.82 2.46 0.48
O 1.17 1.51 -0.32
C -0.21 3.45 0.01
C 0.01 4.80 0.29
C -0.91 5.76 -0.08
C -2.09 5.38 -0.70
C -2.34 4.04 -0.96
C -1.40 3.07 -0.63
P -1.77 1.33 -1.05
C -2.05 1.18 -2.75
C -1.79 -0.28 -3.11
C -1.89 -0.47 -4.60
C -1.83 0.56 -5.47
C -1.78 1.93 -5.05
C -1.91 2.19 -3.71
C -3.33 1.10 -0.10
C -3.50 1.60 1.19
C -4.66 1.36 1.91
C -5.68 0.61 1.34
C -5.54 0.13 0.05
C -4.37 0.37 -0.67
H 0.92 5.07 0.81
H -0.71 6.81 0.12
H -2.83 6.13 -0.98
H -3.27 3.74 -1.42
H -2.53 -0.94 -2.63
H -1.96 -1.49 -4.97
H -1.86 0.34 -6.54
H -1.71 2.73 -5.77
H -1.91 3.22 -3.37
H -2.73 2.23 1.63
H -4.78 1.77 2.91
H -6.59 0.43 1.89
H -6.34 -0.44 -0.41
H -4.26 0.02 -1.69
S 2.09 -1.43 -0.72
C 2.39 -1.37 0.93
N 2.68 -0.26 1.64
C 2.63 -0.51 3.07
C 2.43 -2.05 3.15
N 2.38 -2.44 1.75
H 2.49 0.64 1.23
H 1.81 0.03 3.54
H 3.56 -0.21 3.55
H 1.50 -2.32 3.65
H 3.27 -2.53 3.66
H 1.87 -3.25 1.44
C -0.44 -0.73 -2.51
H 0.39 -0.32 -3.11
H -0.35 -1.82 -2.53
*
```

Results
Max |F| ... 0.008 Eh/bohr
Energy relative to the best compared isomer or geometry (same formula, charge and spin) ... 3.28 kcal/mol
Orbital gap (spin up / spin down) ... 5.09 / 5.09 eV
DFT total energy ... -2284.06123 Ha

In the Mulliken picture, each atom carries the following charge in e: Ru 0.124; N -0.528; N -0.249; C 0.489; O -0.788; O -0.449; H 0.266; H 0.290; H 0.287; O -0.739; C 0.067; O -1.063; C 0.476; C -0.536; C -0.547; C -0.776; C -0.189; C -0.478; P 3.054; C -0.378; C 0.322; C -1.063; C -0.235; C -0.982; C -0.406; C 0.600; C -0.164; C -0.921; C -0.536; C -0.694; C -0.747; H 0.470; H 0.383; H 0.406; H 0.548; H 0.132; H 0.309; H 0.346; H 0.377; H 0.269; H 0.453; H 0.412; H 0.379; H 0.408; H 0.334; S -0.406; C -0.026; N -0.035; C -0.422; C -0.419; N -0.144; H 0.290; H 0.185; H 0.426; H 0.280; H 0.294; H 0.346; C -1.211; H 0.559; H 0.547